Record 1
67
Properties=species:S:1:pos:R:3:forces:R:3:nbo_charge:R:1 method="wB97M-V/def2-TZVPD" e_tot_ha=-2094.49045 lumo_energy_ev=-5.9 total_charge=+1 homo_energy_ha=-0.397
C -1.220 0.085 3.685 -0.260 -0.592 -0.379 -0.21
C -0.818 -0.672 2.832 0.453 -0.202 0.147 -0.03
C -0.167 -1.618 1.844 -0.852 1.168 -0.078 -0.52
C 0.864 -0.844 0.996 0.777 -0.290 0.023 0.04
C 0.408 -0.101 -0.176 2.028 -0.459 0.976 0.32
O -0.923 -0.159 -0.463 0.665 0.693 0.647 -0.52
C -1.602 1.107 -0.342 -1.692 0.564 -0.962 -0.07
C -3.037 0.917 0.265 0.585 -0.112 -0.908 -0.25
N -4.022 1.687 -0.519 0.227 0.089 0.544 -0.63
C -5.400 1.313 -0.193 -0.599 0.124 -0.146 -0.24
C -5.929 1.930 1.131 -0.474 -0.682 0.383 0.09
C -5.474 1.133 2.419 1.279 0.853 -1.133 -0.65
O -7.372 1.840 1.062 0.602 0.224 0.129 -0.72
C 1.379 0.573 -0.927 -0.594 0.664 -0.299 -0.02
C 0.982 1.344 -2.205 0.756 -0.359 -0.306 -0.43
C 1.059 0.378 -3.467 -0.389 -0.411 1.154 -0.41
C 0.389 -0.984 -3.227 -0.856 -0.277 -0.356 -0.01
C -0.959 -1.155 -3.647 0.854 -0.762 0.642 -0.23
C -1.590 -2.402 -3.457 -0.043 -0.009 -0.036 -0.15
C -0.930 -3.498 -2.856 0.903 0.482 0.272 -0.24
C 0.406 -3.334 -2.408 -0.719 1.131 -0.590 -0.20
C 1.034 -2.081 -2.614 0.118 -0.223 0.122 -0.24
C 2.789 0.549 -0.569 -0.904 -0.159 -0.153 0.17
N 3.663 1.217 -1.393 0.964 -0.798 1.366 -0.36
C 4.927 1.122 -1.027 0.051 0.335 -0.545 0.16
C 5.978 1.805 -1.923 -0.908 -0.571 -0.352 -0.66
C 5.334 0.373 0.160 0.950 0.008 0.252 0.48
O 6.692 0.318 0.432 -0.907 0.415 0.266 -0.68
N 4.548 -0.279 0.986 -0.261 1.579 -1.895 -0.47
C 3.239 -0.170 0.564 -1.729 -1.017 1.119 0.08
C 2.234 -0.876 1.345 -0.332 0.635 -0.410 -0.01
C 2.739 -1.685 2.532 -0.125 -0.846 -0.789 -0.71
S 2.256 -1.055 4.172 -4.123 -0.552 -0.508 1.97
O 1.326 -1.975 4.746 0.908 -0.375 0.161 -0.85
O 1.845 0.323 4.189 1.486 0.116 -0.327 -0.89
H -1.684 0.655 4.480 0.379 -0.213 -0.562 0.25
H 0.264 -2.489 2.366 -0.199 0.480 -0.162 0.24
H -0.979 -1.981 1.185 0.526 0.078 0.193 0.28
H -1.028 1.886 0.195 -0.032 -0.686 -0.143 0.20
H -1.780 1.470 -1.383 0.240 -0.095 0.677 0.17
H -3.012 1.265 1.312 -0.275 -0.482 -0.431 0.21
H -3.314 -0.157 0.149 0.454 0.336 0.667 0.18
H -3.844 1.548 -1.512 -0.151 -0.052 0.298 0.36
H -6.072 1.672 -1.003 0.468 -0.099 0.484 0.22
H -5.526 0.202 -0.151 0.020 0.532 0.097 0.17
H -5.643 3.003 1.180 0.025 -0.634 -0.028 0.17
H -4.938 0.227 2.068 -0.651 0.199 0.561 0.21
H -6.312 0.897 3.098 0.498 0.113 -0.344 0.22
H -4.693 1.757 2.910 -0.640 -0.509 0.153 0.21
H -7.663 2.072 1.955 -0.238 -0.071 -0.389 0.46
H 0.005 1.844 -2.114 0.379 -0.554 -0.024 0.23
H 1.718 2.146 -2.423 -0.449 -0.492 0.416 0.25
H 2.132 0.196 -3.664 -0.536 0.337 -0.244 0.22
H 0.527 0.894 -4.286 0.644 -0.304 0.134 0.23
H -1.483 -0.303 -4.104 0.153 -0.560 0.151 0.21
H -2.630 -2.517 -3.799 0.542 -0.014 0.196 0.21
H -1.396 -4.483 -2.710 -0.045 0.664 -0.214 0.22
H 0.956 -4.141 -1.907 -0.325 0.335 -0.340 0.22
H 2.080 -1.987 -2.268 -0.575 0.106 -0.296 0.20
H 6.781 1.085 -2.167 -0.110 0.614 0.386 0.24
H 5.464 2.032 -2.882 0.280 -0.044 0.678 0.25
H 6.336 2.768 -1.514 0.093 -0.625 -0.036 0.23
H 6.982 1.229 0.599 0.266 -0.251 -0.300 0.49
H 2.297 -2.704 2.452 0.245 0.615 0.595 0.29
H 3.842 -1.842 2.535 -0.620 0.338 -0.134 0.27
H 3.428 -1.162 5.033 -1.186 -1.615 0.990 -0.17
Ag 4.541 -0.210 4.424 2.982 2.168 -1.063 0.94

=====

Record 2
46
Properties=species:S:1:pos:R:3:forces:R:3:nbo_charge:R:1 method="wB97M-V/def2-TZVPD" e_tot_ha=-1966.37303 lumo_energy_ev=0.0 de_lowest_kcal_mol=35.3 homo_energy_ha=-0.343
O -2.777 -0.660 1.834 -0.099 -0.194 0.169 -0.62
C -2.197 -0.274 0.838 0.189 0.084 -0.160 0.64
N -2.724 0.614 -0.034 -0.054 0.151 -0.287 -0.61
H -2.240 0.815 -0.895 0.056 -0.101 0.094 0.40
C -4.054 1.147 0.119 -0.489 0.121 -0.120 -0.26
H -4.039 2.229 -0.043 -0.030 -0.073 0.063 0.21
H -4.369 0.942 1.143 0.008 0.102 -0.067 0.23
C -5.056 0.519 -0.875 0.460 -0.139 0.097 0.10
C -5.382 -0.934 -0.522 -0.040 0.189 -0.120 -0.43
H -5.734 -1.461 -1.409 0.035 -0.013 -0.021 0.21
C -6.513 -0.765 0.491 0.042 0.163 -0.041 -0.44
H -6.104 -0.658 1.495 -0.017 -0.034 0.035 0.21
H -7.204 -1.604 0.488 -0.008 -0.027 0.056 0.22
C -7.190 0.535 0.036 -0.392 -0.108 0.157 -0.07
H -8.106 0.339 -0.533 0.057 0.026 0.099 0.18
H -7.438 1.188 0.878 -0.015 -0.074 -0.076 0.18
O -6.287 1.209 -0.833 0.134 0.163 -0.044 -0.53
H -4.525 -1.460 -0.109 0.045 -0.079 -0.010 0.23
H -4.659 0.629 -1.892 -0.014 -0.052 0.087 0.18
C -0.824 -0.763 0.490 0.329 -0.133 0.076 -0.07
C 0.096 -0.001 -0.219 -0.315 -0.087 0.092 -0.20
C 1.356 -0.496 -0.498 0.462 0.348 -0.470 -0.37
C 1.710 -1.771 -0.084 -0.176 0.030 0.033 -0.01
C 0.804 -2.538 0.643 0.154 0.137 -0.114 -0.23
C -0.446 -2.029 0.934 -0.093 0.187 -0.032 -0.15
H -1.155 -2.605 1.510 -0.049 -0.048 0.051 0.24
H 1.091 -3.523 0.972 0.039 -0.100 0.014 0.24
Cl 3.257 -2.416 -0.453 0.191 -0.503 0.191 0.06
S 2.451 0.615 -1.421 0.255 0.221 -0.013 2.35
O 3.333 -0.151 -2.242 -0.007 -0.059 0.185 -0.92
O 1.588 1.580 -2.034 -0.199 0.075 0.256 -0.95
N 3.373 1.434 -0.325 -0.518 -0.435 -0.797 -0.68
C 2.746 2.450 0.489 -0.401 0.241 0.479 -0.26
H 1.849 2.780 -0.032 0.002 0.194 0.148 0.24
C 2.429 1.908 1.886 -0.108 0.175 -0.193 -0.09
O 3.586 1.371 2.488 0.131 0.121 0.129 -0.52
C 4.124 0.313 1.724 0.146 -0.074 -0.233 -0.08
H 5.012 -0.025 2.260 -0.049 -0.074 -0.090 0.20
C 4.494 0.783 0.313 0.340 -0.441 0.351 -0.26
H 4.798 -0.048 -0.321 0.175 0.013 0.133 0.24
H 5.314 1.507 0.375 -0.061 -0.054 -0.030 0.21
H 3.397 -0.511 1.673 0.105 0.055 0.019 0.16
H 2.092 2.710 2.545 -0.077 -0.043 -0.090 0.20
H 1.647 1.134 1.824 0.067 0.104 0.040 0.17
H 3.443 3.291 0.577 -0.082 -0.043 -0.042 0.21
H -0.126 0.996 -0.568 -0.131 0.086 -0.004 0.25

=====

Record 3
9
Properties=species:S:1:pos:R:3:forces:R:3:nbo_charge:R:1 method="wB97M-V/def2-TZVPD" e_tot_ha=-3031.82867 lumo_energy_ev=-1.4 de_lowest_kcal_mol=115.2 homo_energy_ha=-0.264
C -0.095 0.066 -0.229 0.121 0.082 -0.643 0.25
C 0.507 -0.330 1.060 -0.110 0.267 0.221 -0.61
C 0.135 1.095 0.806 0.062 -0.224 0.282 -0.62
P -0.577 -0.399 -3.459 0.092 0.141 0.583 0.14
Br -1.581 -2.219 -2.869 -0.090 -0.185 -0.097 -0.19
H -0.109 -0.932 1.713 -0.106 -0.115 0.012 0.26
H 1.548 -0.617 1.073 0.121 -0.113 -0.171 0.26
H 0.911 1.825 0.624 0.072 0.091 -0.164 0.26
H -0.741 1.512 1.282 -0.162 0.057 -0.023 0.26

=====

Record 4
15
Properties=species:S:1:pos:R:3:forces:R:3:nbo_charge:R:1 method="wB97M-V/def2-TZVPD" e_tot_ha=-345.70203 lumo_energy_ev=1.1 de_lowest_kcal_mol=64.6 homo_energy_ha=-0.342
O 2.464 0.796 0.730 -0.103 0.239 0.134 -0.71
C 1.668 0.109 -0.210 -0.132 -0.228 -0.254 -0.08
C 0.451 -0.477 0.474 0.289 0.032 0.131 0.07
O -0.316 0.559 1.146 0.264 0.483 0.142 -0.54
C -1.508 0.112 0.505 -0.093 0.472 -0.024 0.09
C -1.441 0.250 -0.967 -0.112 0.459 -0.259 -0.45
C -0.746 -0.911 -0.336 -1.274 -0.743 1.093 -0.29
H 1.872 1.418 1.177 0.163 -0.056 -0.016 0.48
H 1.358 0.765 -1.038 0.069 -0.078 0.167 0.16
H 2.286 -0.693 -0.628 -0.106 0.069 0.036 0.19
H 0.758 -1.226 1.212 -0.048 0.063 -0.069 0.19
H -2.428 0.115 1.094 0.417 -0.335 -0.235 0.20
H -0.865 1.073 -1.374 0.013 -0.075 -0.117 0.22
H -2.340 -0.008 -1.516 0.062 0.088 0.090 0.23
H -1.212 -1.882 -0.268 0.594 -0.391 -0.821 0.23